# 1
{"formula": "C5H10FNO", "method": "ωB97M-V/def2-TZVPD", "elements": ["C", "O", "C", "C", "F", "C", "C", "N", "H", "H", "H", "H", "H", "H", "H", "H", "H", "H"], "coordinates": [[2.84052, 0.26353, 0.48781], [2.30368, -0.78595, -0.14284], [0.90309, -0.90831, -0.30818], [0.01446, 0.12116, -0.36364], [0.44122, 1.33196, 0.00111], [-1.38927, -0.00186, -0.93764], [-2.54945, 0.38721, 0.02779], [-2.49110, -0.59442, 1.01329], [2.37113, 1.40327, 0.04339], [2.54225, 0.21930, 1.67796], [4.02666, 0.39946, 0.38792], [0.54746, -1.88180, -0.75375], [-1.46956, -1.16466, -1.15609], [-1.67321, 0.55929, -1.90247], [-2.60487, 1.48587, 0.31789], [-3.39659, 0.27346, -0.35689], [-1.71950, -0.37851, 1.76053], [-2.50253, -1.62518, 0.58441]], "lowdin_charge": [-0.209, -0.161, -0.042, -0.305, 0.025, -0.135, -0.334, -0.063, 0.152, 0.126, 0.113, 0.139, 0.134, 0.133, 0.151, 0.016, 0.121, 0.138], "mol_weight_g_mol": 119.1, "smiles": "CO/C=C(\\F)CCN", "e_tot_ha": -426.20258, "orbital_gap_ev": 9.410, "charge": 0}

***

# 2
{"formula": "C35H41AlN4O4", "method": "ωB97M-V/def2-TZVPD", "elements": ["Al", "C", "C", "C", "C", "C", "C", "C", "C", "C", "C", "C", "C", "N", "C", "O", "C", "C", "C", "C", "C", "N", "C", "O", "N", "C", "C", "C", "C", "C", "C", "C", "C", "C", "C", "C", "C", "H", "H", "H", "H", "H", "H", "H", "H", "H", "H", "H", "H", "H", "H", "H", "H", "H", "H", "H", "H", "H", "H", "H", "H", "H", "H", "H", "H", "H", "H", "H", "H", "H", "H", "H", "H", "H", "O", "C", "C", "C", "C", "O", "N", "H", "H", "H", "H"], "coordinates": [[-0.08643, 0.47121, 0.23927], [1.20017, -0.37600, -4.51456], [1.56015, 0.59232, -3.39157], [2.04253, 1.92851, -3.97020], [2.60737, 0.04914, -2.43781], [3.65059, -0.73285, -2.91965], [4.68470, -1.13416, -2.09178], [4.69561, -0.73354, -0.76893], [3.66758, 0.04358, -0.24303], [3.77029, 0.52866, 1.18785], [4.10412, -0.61304, 2.15111], [4.81226, 1.64593, 1.30316], [2.60885, 0.40545, -1.08226], [1.51140, 1.17160, -0.55543], [1.75446, 2.49931, -0.38247], [2.75896, 3.12740, -0.66640], [0.55517, 3.20484, 0.21625], [0.36469, 4.55912, 0.40261], [-0.89414, 4.97726, 0.82924], [-1.93499, 4.06861, 1.00796], [-1.65557, 2.73286, 0.80029], [-0.42981, 2.36012, 0.47280], [-2.62306, 1.56861, 0.75818], [-3.80491, 1.74611, 0.99064], [-1.99882, 0.41763, 0.38739], [-2.85268, -0.73165, 0.26979], [-3.17069, -1.47767, 1.40955], [-3.95236, -2.61940, 1.25576], [-4.43210, -2.99547, 0.01480], [-4.15544, -2.21385, -1.09410], [-3.37324, -1.07062, -0.98566], [-3.08053, -0.21609, -2.20373], [-1.81276, -0.70142, -2.90637], [-4.24010, -0.16245, -3.19600], [-2.76781, -1.03452, 2.80162], [-2.25687, -2.18579, 3.66914], [-3.95036, -0.34763, 3.49484], [0.38226, 0.03069, -5.11170], [0.89057, -1.34749, -4.12618], [2.04041, -0.53183, -5.19301], [0.65379, 0.79455, -2.81653], [2.93587, 1.77203, -4.57962], [2.29977, 2.63284, -3.17947], [1.27265, 2.37379, -4.60467], [3.66420, -1.02336, -3.96150], [5.48943, -1.74333, -2.48344], [5.52403, -1.01995, -0.13319], [2.80484, 0.94143, 1.48443], [5.13665, -0.94494, 2.03073], [3.46558, -1.48030, 1.97542], [3.98003, -0.28846, 3.18658], [5.80373, 1.26305, 1.05040], [4.84889, 2.02795, 2.32587], [4.57798, 2.46848, 0.62846], [1.16956, 5.24886, 0.19437], [-1.07738, 6.03201, 0.98791], [-2.93655, 4.37260, 1.27509], [-4.20705, -3.21182, 2.12575], [-5.04170, -3.88452, -0.08588], [-4.56283, -2.49499, -2.05628], [-2.91184, 0.80408, -1.85245], [-1.96519, -1.70920, -3.30118], [-0.95812, -0.75971, -2.23009], [-1.55161, -0.04668, -3.73924], [-4.39107, -1.12196, -3.69401], [-4.02819, 0.57385, -3.97313], [-5.17195, 0.11804, -2.70390], [-1.96326, -0.30400, 2.70770], [-3.07330, -2.83615, 3.98789], [-1.78798, -1.79231, 4.57358], [-1.53334, -2.80928, 3.13801], [-4.76475, -1.06240, 3.63702], [-4.32668, 0.48419, 2.90085], [-3.65151, 0.02408, 4.47748], [0.91600, 0.14163, 4.10991], [0.87014, -0.67503, 3.23301], [1.19679, -2.16638, 3.35367], [0.98064, -2.73753, 1.94638], [0.55984, -1.52247, 1.18509], [0.24514, -1.40288, -0.03798], [0.49876, -0.41211, 1.90859], [0.54944, -2.61167, 4.10642], [2.22371, -2.25932, 3.70350], [0.18116, -3.47741, 1.88895], [1.86626, -3.17878, 1.48807]], "lowdin_charge": [0.220, -0.081, -0.373, -0.040, -0.124, -0.029, -0.065, -0.032, -0.128, -0.360, -0.056, -0.045, -0.138, 0.086, -0.423, 0.083, -0.107, 0.041, -0.007, 0.041, -0.109, 0.129, -0.425, 0.091, 0.084, -0.140, -0.127, -0.032, -0.066, -0.029, -0.124, -0.360, -0.052, -0.070, -0.359, -0.061, -0.043, 0.074, 0.085, 0.072, 0.102, 0.088, 0.069, 0.080, 0.105, 0.103, 0.109, 0.114, 0.078, 0.061, 0.088, 0.082, 0.084, 0.066, 0.128, 0.117, 0.128, 0.109, 0.103, 0.106, 0.129, 0.098, 0.053, 0.075, 0.072, 0.080, 0.089, 0.111, 0.078, 0.086, 0.062, 0.084, 0.066, 0.084, 0.112, -0.453, -0.072, -0.050, -0.396, 0.097, 0.192, 0.112, 0.115, 0.126, 0.131], "mol_weight_g_mol": 608.7, "e_tot_ha": -2121.03401, "orbital_gap_ev": 8.258, "charge": 0}

***

# 3
{"formula": "C13H8N6O5", "method": "ωB97M-V/def2-TZVPD", "elements": ["C", "C", "N", "N", "C", "C", "C", "C", "C", "H", "H", "H", "H", "H", "H", "O", "N", "O", "C", "C", "C", "N", "O", "O", "C", "C", "N", "O", "N", "C", "H", "H"], "coordinates": [[1.26649, -1.23131, 1.70085], [2.36008, -0.39963, 1.77890], [3.33896, 0.25504, 1.83249], [-0.00862, -0.71607, 1.68565], [-1.10510, -1.55857, 1.69429], [-2.38008, -1.03865, 1.71165], [-2.58695, 0.34588, 1.69781], [-1.47096, 1.17892, 1.67461], [-0.19436, 0.65355, 1.66789], [1.39745, -2.31100, 1.65202], [-0.85764, -2.61874, 1.71462], [-3.21119, -1.73832, 1.73603], [-3.59020, 0.76374, 1.70619], [-1.54514, 2.26254, 1.66356], [0.70040, 1.27468, 1.64684], [7.15299, -0.25694, 6.24335], [6.17281, -1.00172, 6.42130], [6.26408, -2.12044, 6.97632], [4.84068, -0.61366, 5.98980], [3.75122, -1.44142, 6.24887], [2.45753, -1.08854, 5.78708], [1.33772, -1.96568, 6.05083], [1.45659, -2.84435, 6.92825], [0.28303, -1.80111, 5.39172], [2.22084, 0.10573, 5.07851], [3.28829, 1.00013, 4.86673], [3.31389, 2.22856, 4.26553], [4.67574, 2.61022, 4.38146], [5.46224, 1.64333, 4.98216], [4.59884, 0.64775, 5.29299], [3.89075, -2.37399, 6.78678], [1.23728, 0.40176, 4.71933]], "lowdin_charge": [-0.145, -0.300, 0.142, -0.073, -0.028, -0.053, -0.076, -0.054, -0.030, 0.111, 0.133, 0.114, 0.106, 0.115, 0.124, 0.092, -0.308, 0.056, -0.042, 0.105, -0.106, -0.311, 0.081, 0.054, 0.100, -0.242, 0.185, -0.049, 0.176, -0.145, 0.135, 0.132], "mol_weight_g_mol": 328.2, "e_tot_ha": -1204.55941, "orbital_gap_ev": 5.180, "charge": 0}

***

# 4
{"formula": "C3H12NO2", "method": "ωB97M-V/def2-TZVPD", "elements": ["C", "C", "C", "N", "H", "H", "H", "H", "H", "H", "H", "H", "H", "H", "O", "H", "H", "O"], "coordinates": [[-0.05592, -0.60252, 1.81006], [0.68443, -1.11837, 0.64210], [0.62861, -2.46044, 0.23579], [1.48765, -0.17849, -0.07160], [0.63880, -0.67219, 2.66856], [-0.27994, 0.45768, 1.62183], [-0.94117, -1.21044, 1.99337], [1.47068, -2.92975, -0.28295], [-0.33160, -2.96882, 0.26379], [1.96022, -0.64730, -0.85541], [2.26846, 0.17012, 0.50760], [0.82357, 0.65192, -0.45064], [-0.78373, 1.80587, -0.94188], [0.51473, 2.32494, -1.72813], [0.21590, 1.82811, -0.94899], [-3.02462, 1.17213, -1.77072], [-2.79653, 2.62820, -1.47408], [-2.47954, 1.74933, -1.21869]], "lowdin_spin": [0.063, 0.303, 0.485, 0.043, 0.022, 0.017, 0.003, 0.023, 0.020, 0.001, 0.012, 0.004, 0.000, 0.000, 0.005, 0.000, 0.000, 0.000], "spin_multiplicity": 2, "mol_weight_g_mol": 94.1, "e_tot_ha": -325.97766, "orbital_gap_ev": [8.842, 5.919], "charge": 2}

***

# 5
{"formula": "C6H12F20K5NO10P3S2", "method": "ωB97M-V/def2-TZVPD", "elements": ["K", "K", "K", "K", "K", "N", "S", "O", "O", "F", "S", "O", "O", "F", "P", "F", "F", "F", "F", "F", "F", "P", "F", "F", "F", "F", "F", "F", "P", "F", "F", "F", "F", "F", "F", "C", "O", "C", "O", "O", "C", "H", "H", "H", "H", "H", "H", "C", "O", "C", "O", "O", "C", "H", "H", "H", "H", "H", "H"], "coordinates": [[2.04005, 5.47986, -1.07909], [-0.34929, -3.69301, -4.70623], [7.15319, -1.63070, 0.03677], [0.04789, 2.80813, 6.78726], [-5.33467, -3.48082, 4.11814], [-7.93266, -4.25208, -0.26276], [-7.68165, -5.76530, -1.00584], [-6.39824, -6.06829, -1.62710], [-8.87592, -6.43840, -1.47844], [-7.55189, -6.66001, 0.41388], [-7.92557, -3.57554, -1.58710], [-8.98174, -3.79281, -2.57735], [-6.62634, -3.31324, -2.19893], [-8.30353, -2.12448, -0.98954], [-0.05341, -0.50992, 1.02733], [-1.59444, -0.51238, 0.56837], [-0.60098, -1.28413, 2.36965], [0.11941, -2.01287, 0.44300], [1.46281, -0.64083, 1.45440], [0.49484, 0.15619, -0.37424], [-0.14391, 0.98509, 1.67943], [6.15995, 5.39142, 3.77481], [6.35158, 6.15278, 2.38511], [7.67388, 4.80309, 3.54782], [6.62124, 6.64694, 4.57842], [6.03922, 4.43881, 5.10599], [4.62421, 5.91309, 3.97412], [5.52718, 4.15202, 2.95204], [0.75546, 2.75224, -7.83999], [1.65628, 1.90629, -8.94911], [1.79207, 3.97774, -7.52779], [-0.01694, 3.73454, -8.86868], [-0.21073, 3.29651, -6.68749], [-0.33609, 1.56213, -8.00761], [1.54269, 1.84426, -6.67898], [-5.41718, 6.53549, -0.80763], [-5.70994, 7.91222, -0.90005], [-4.81649, 8.79635, -0.83254], [-3.56710, 8.64279, -0.71833], [-5.47951, 9.95488, -0.73298], [-4.85967, 11.20287, -0.36177], [-4.66227, 6.21960, -1.52765], [-6.30824, 5.97346, -1.08735], [-4.95945, 6.26189, 0.14302], [-3.79329, 11.26976, -0.57732], [-4.99432, 11.24124, 0.71920], [-5.41071, 12.03601, -0.79804], [8.39737, -10.11342, 4.43354], [7.13822, -10.27885, 3.86796], [6.68978, -9.63721, 2.80672], [7.40763, -9.04184, 2.03063], [5.34550, -9.84974, 2.66993], [4.65486, -9.33940, 1.47316], [8.69630, -9.06837, 4.35216], [9.06251, -10.91294, 4.10726], [8.16311, -10.37492, 5.46545], [4.55950, -8.25382, 1.49614], [3.67262, -9.81012, 1.51473], [5.04711, -9.61236, 0.49350]], "lowdin_charge": [0.987, 0.992, 0.997, 0.994, 0.985, -0.270, 0.603, -0.294, -0.279, -0.281, 0.375, -0.287, -0.327, -0.228, 0.133, -0.161, -0.211, -0.199, -0.165, -0.194, -0.186, 0.092, -0.167, -0.188, -0.116, -0.199, -0.205, -0.209, 0.186, -0.198, -0.189, -0.162, -0.190, -0.199, -0.244, -0.026, 0.042, -0.612, 0.051, -0.007, -0.021, 0.095, 0.103, 0.098, 0.091, 0.093, 0.094, -0.043, -0.011, -0.582, 0.106, -0.013, -0.027, 0.104, 0.104, 0.098, 0.085, 0.089, 0.090], "mol_weight_g_mol": 990.7, "e_tot_ha": -7860.70778, "orbital_gap_ev": 5.605, "charge": 1}

***

# 6
{"formula": "C23H37BrFN3O7PS", "method": "ωB97M-V/def2-TZVPD", "elements": ["C", "N", "C", "C", "C", "C", "O", "O", "Br", "C", "P", "O", "C", "S", "O", "O", "F", "N", "C", "C", "C", "C", "C", "C", "C", "C", "O", "C", "C", "C", "C", "O", "H", "H", "H", "H", "H", "H", "H", "H", "H", "H", "H", "H", "H", "H", "H", "H", "H", "H", "H", "H", "H", "H", "H", "H", "H", "H", "H", "H", "H", "H", "H", "H", "N", "C", "C", "C", "C", "H", "H", "H", "H", "H"], "coordinates": [[-4.27322, 4.61892, 1.97029], [-4.30876, 3.11618, 1.80198], [-3.76608, 2.68457, 0.43210], [-2.39154, 1.79857, 0.59219], [-2.50860, 0.43065, 1.48697], [-3.92270, -0.09022, 2.21068], [-4.97555, -0.45967, 1.43814], [-3.90768, -0.15911, 3.68262], [-5.01754, -1.47758, 4.32123], [-1.09534, -0.45342, 1.63077], [-1.30393, -2.04658, 2.68851], [-0.79792, -1.78255, 4.19667], [0.32771, 0.01247, 0.88470], [1.90126, -0.97545, 1.06824], [1.87864, -2.16197, 2.03856], [2.51256, -1.49437, -0.27020], [3.08905, 0.13371, 1.72007], [0.32713, 1.29860, 0.02373], [1.53234, 1.80615, -0.74634], [1.36297, 1.57369, -2.39477], [2.11427, 0.23028, -2.94853], [2.54214, 0.26486, -4.53000], [3.45418, -1.11467, -4.78144], [5.05269, -0.82869, -4.55681], [5.69395, -1.57326, -3.22065], [6.01141, -0.54997, -1.97579], [6.85509, -1.16503, -0.89900], [6.75853, -0.22475, 0.25787], [-0.92855, 2.18779, -0.12507], [-1.00062, 3.58952, -0.96983], [-1.09109, 4.84701, 0.12857], [-0.56298, 4.32301, 1.40283], [-4.21347, 5.23122, 0.97482], [-5.30657, 4.91919, 2.48699], [-3.43319, 4.87253, 2.75309], [-3.76724, 2.67407, 2.57671], [-4.58894, 1.93169, 0.00588], [-3.70942, 3.56221, -0.33658], [-0.55450, -3.12486, 2.04480], [-2.66395, -2.50652, 2.81096], [2.55569, 1.32864, -0.47123], [1.69145, 2.98503, -0.63750], [1.84011, 2.52008, -2.94185], [0.22027, 1.59737, -2.64667], [1.38765, -0.68301, -2.74113], [3.06957, 0.05258, -2.29685], [1.60914, 0.31493, -5.26557], [3.22391, 1.19719, -4.72666], [3.11638, -1.85993, -3.92758], [3.17555, -1.61932, -5.80100], [5.60658, -1.27675, -5.51484], [5.24296, 0.32849, -4.58876], [6.75209, -1.99201, -3.57942], [5.06894, -2.51629, -2.90773], [6.60309, 0.40324, -2.36611], [5.05585, -0.14318, -1.42146], [7.83655, -0.09524, 0.75242], [6.42342, 0.85869, -0.05083], [6.03694, -0.59412, 1.10225], [-1.97651, 3.56928, -1.65714], [-0.11015, 3.81996, -1.67864], [-0.35967, 5.68657, -0.23623], [-2.17398, 5.29098, 0.19427], [0.43514, 4.41556, 1.31822], [-5.18708, -4.62331, 3.13923], [-5.70211, -5.41879, 2.14904], [-5.75956, -6.70915, 2.62640], [-5.26733, -6.69017, 3.95327], [-4.92383, -5.38911, 4.24510], [-5.02717, -3.62698, 3.06579], [-5.98140, -4.99997, 1.19154], [-6.11844, -7.57081, 2.07860], [-5.17414, -7.53456, 4.62395], [-4.51446, -4.94410, 5.14218]], "lowdin_charge": [-0.139, -0.120, -0.165, 0.064, 0.055, -0.355, -0.014, -0.563, 0.951, -0.097, 0.794, -0.468, -0.101, 0.877, -0.297, -0.311, -0.237, -0.007, -0.145, -0.163, -0.224, -0.195, -0.199, -0.199, -0.158, -0.225, -0.240, -0.131, 0.044, -0.102, -0.180, -0.125, 0.085, 0.108, 0.102, 0.098, 0.145, 0.113, 0.043, 0.007, 0.121, 0.145, 0.134, 0.113, 0.128, 0.085, 0.123, 0.105, 0.102, 0.114, 0.120, 0.106, 0.127, 0.120, 0.140, 0.093, 0.112, 0.089, 0.092, 0.143, 0.109, 0.141, 0.112, 0.120, -0.035, -0.140, -0.105, -0.105, -0.150, 0.015, 0.106, 0.096, 0.097, 0.103], "mol_weight_g_mol": 629.5, "e_tot_ha": -5001.95288, "orbital_gap_ev": 3.778, "charge": 1}

***

# 7
{"formula": "C4H4N2O", "method": "ωB97M-V/def2-TZVPD", "elements": ["N", "C", "C", "C", "C", "N", "O", "H", "H", "H", "H"], "coordinates": [[0.40364, 0.01445, 3.49461], [0.26655, 0.02953, 2.35609], [0.00864, 0.03486, 0.96514], [0.09314, -0.88694, -0.02013], [-0.30172, -0.25871, -1.29986], [-0.12947, 1.20774, -1.10850], [-0.25588, 1.43507, 0.28744], [-0.00354, -2.00164, 0.31331], [0.32279, -0.38470, -2.14031], [-1.32361, -0.59871, -1.46859], [0.91945, 1.40906, -1.37920]], "lowdin_charge": [0.177, -0.163, -0.163, -0.022, -0.197, -0.057, -0.119, 0.163, 0.101, 0.122, 0.159], "mol_weight_g_mol": 96.1, "smiles": "N#CC1=CCNO1", "e_tot_ha": -339.43381, "orbital_gap_ev": 9.609, "charge": 0}

***

# 8
{"formula": "C4H7NS", "method": "ωB97M-V/def2-TZVPD", "elements": ["H", "N", "C", "C", "C", "C", "S", "H", "H", "H", "H", "H", "H"], "coordinates": [[1.11461, -0.14394, -1.91296], [0.72011, -0.96218, -1.42924], [0.01875, -0.63370, -0.48138], [-0.70782, -1.52782, 0.48370], [-0.38760, 1.19647, -0.24319], [0.79452, 1.53795, 0.45935], [1.12548, 1.28622, 1.99728], [-0.44639, -1.35459, 1.45953], [-1.70770, -1.37233, 0.28182], [-0.48765, -2.58514, 0.32342], [-0.54173, 1.73246, -1.11731], [-1.15806, 1.11909, 0.48385], [1.66348, 1.70751, -0.30485]], "lowdin_charge": [0.072, 0.139, -0.310, -0.038, -0.164, -0.797, 0.677, 0.036, 0.060, 0.095, 0.070, 0.068, 0.091], "mol_weight_g_mol": 101.2, "smiles": "[H]/N=C(/C)CC=S", "e_tot_ha": -609.46219, "orbital_gap_ev": 8.419, "charge": 0}